Density functional theory data (wB97M-V/def2-TZVPD) for a 9-piece molecular cluster, C39H66F2NO13S6 overall at a distorted geometry.

Last column: Mulliken charge in e.
CARTESIAN COORDINATES (ANGSTROEM)
C: -42.849 18.115 -16.219  0.222
C: -43.012 19.614 -16.404  0.070
O: -42.723 20.372 -15.490  -0.555
N: -43.685 20.164 -17.691  0.580
H: -44.103 21.218 -17.459  0.798
H: -43.037 20.326 -18.559  0.389
C: -44.789 19.543 -18.383  -0.696
H: -42.543 18.038 -15.180  0.326
H: -41.995 17.631 -16.825  -0.428
H: -43.814 17.634 -16.233  0.197
H: -45.592 19.507 -17.763  0.750
H: -44.696 18.417 -18.204  0.012
H: -45.237 20.113 -19.375  -0.087
F: -44.688 16.408 -10.734  -0.343
C: -43.890 16.073 -11.764  0.089
C: -42.567 16.527 -11.670  -0.414
C: -41.688 16.196 -12.691  -0.604
C: -42.337 15.495 -13.826  -0.573
C: -43.658 15.314 -14.065  -0.619
C: -44.471 15.583 -12.953  -0.270
H: -42.285 17.080 -10.845  0.585
H: -40.638 16.357 -12.905  0.413
H: -41.756 15.273 -14.605  0.615
H: -44.127 14.746 -14.836  0.549
H: -45.464 15.221 -12.867  0.555
F: -40.356 14.881 -17.017  -0.259
C: -39.494 15.713 -16.389  0.470
C: -39.126 16.950 -16.791  0.684
C: -38.329 17.860 -16.149  -0.594
C: -37.680 17.314 -14.971  -0.573
C: -37.901 15.991 -14.525  -0.651
C: -38.851 15.157 -15.198  -0.172
H: -39.761 17.391 -17.616  -0.284
H: -38.073 18.919 -16.354  0.386
H: -37.043 17.794 -14.250  0.357
H: -37.298 15.486 -13.809  0.452
H: -39.139 14.018 -14.951  0.226
C: -44.252 12.623 -19.813  -0.699
C: -45.520 13.440 -20.030  -0.899
C: -45.343 14.676 -19.371  -0.302
S: -43.622 15.012 -19.456  1.492
O: -43.117 15.238 -18.165  -0.618
O: -43.449 16.029 -20.432  -0.787
C: -43.013 13.533 -19.994  -1.126
H: -44.319 11.733 -20.474  0.384
H: -44.370 12.349 -18.814  0.327
H: -46.514 12.906 -19.750  0.275
H: -45.796 13.475 -21.045  0.469
H: -45.585 14.798 -18.444  0.349
H: -46.125 15.395 -19.915  0.139
H: -42.157 12.973 -19.366  0.220
H: -42.726 13.570 -20.875  0.776
C: -46.934 19.895 -12.069  -0.975
C: -48.279 20.163 -12.737  -0.714
C: -48.054 20.955 -13.844  -0.103
S: -46.285 20.839 -14.292  0.995
O: -45.638 22.057 -14.153  -0.820
O: -46.173 20.206 -15.585  -0.420
C: -45.940 19.766 -13.110  -0.576
H: -47.031 19.008 -11.499  0.351
H: -46.852 20.727 -11.413  0.484
H: -48.810 20.653 -11.910  0.264
H: -49.085 19.279 -12.878  0.228
H: -48.445 22.052 -13.892  0.374
H: -48.728 20.445 -14.719  -0.006
H: -44.952 20.069 -12.830  0.551
H: -46.175 18.855 -13.521  0.287
C: -50.089 17.812 -17.679  -1.327
C: -49.518 16.836 -18.699  -0.849
C: -48.838 15.776 -18.042  -0.573
S: -47.804 16.625 -16.926  1.278
O: -46.696 17.193 -17.626  -0.461
O: -47.636 15.880 -15.652  -0.853
C: -48.949 17.985 -16.641  1.186
H: -50.873 17.307 -17.214  0.315
H: -50.377 18.711 -17.939  0.778
H: -48.964 17.340 -19.290  0.402
H: -50.284 16.526 -19.427  0.518
H: -48.234 15.145 -18.723  -0.050
H: -49.499 15.218 -17.677  0.644
H: -48.489 18.854 -16.782  -0.988
H: -49.098 18.061 -15.483  0.088
C: -48.373 23.077 -19.140  -0.871
C: -48.211 22.681 -17.601  -0.293
C: -47.284 23.602 -16.992  -0.439
S: -45.908 23.670 -18.159  0.913
O: -45.182 22.468 -17.891  -0.576
O: -45.371 24.978 -18.185  -0.749
C: -46.859 23.359 -19.588  -0.569
H: -48.960 24.090 -19.276  0.278
H: -49.092 22.370 -19.565  0.452
H: -47.855 21.695 -17.531  -0.069
H: -49.128 22.756 -17.021  0.560
H: -47.051 23.138 -16.046  -0.020
H: -47.821 24.615 -16.826  0.378
H: -46.707 22.427 -20.174  -0.138
H: -46.967 24.183 -20.141  0.778
C: -39.350 18.144 -20.962  -0.893
C: -40.817 17.702 -20.893  0.525
C: -41.588 18.807 -21.216  -0.708
S: -40.988 20.141 -20.547  1.156
O: -41.629 20.228 -19.265  -0.748
O: -41.085 21.200 -21.425  -0.810
C: -39.318 19.579 -20.349  -0.721
H: -39.232 18.222 -22.045  0.394
H: -38.718 17.526 -20.358  0.413
H: -41.140 17.314 -19.805  -0.511
H: -40.890 16.787 -21.655  0.351
H: -42.679 18.564 -21.033  0.203
H: -41.507 18.967 -22.212  0.488
H: -39.276 19.584 -19.230  0.113
H: -38.695 20.284 -20.743  0.575
C: -43.883 20.557 -25.143  -0.497
C: -44.174 22.009 -25.132  -0.565
C: -44.210 22.349 -23.726  -1.066
S: -45.182 21.068 -22.937  1.160
O: -46.584 21.274 -23.183  -0.750
O: -44.737 20.678 -21.702  -0.465
C: -44.794 19.908 -24.131  -0.416
H: -42.731 20.221 -24.863  0.134
H: -43.959 20.220 -26.208  0.353
H: -45.042 22.249 -25.617  0.362
H: -43.506 22.585 -25.995  0.273
H: -44.805 23.286 -23.536  0.355
H: -43.411 22.460 -23.185  0.656
H: -45.819 19.430 -24.620  0.288
H: -44.269 19.062 -23.558  0.089

Total charge ... +1
HOMO-LUMO gap ... 8.86 eV
Relative energy (zero: lowest compared OMol25 entry of this formula, charge and spin) ... 0.0 kJ/mol